Here is C22H14F5N2O3SW as an isolated structure from OMol25. Energies are from ωB97M-V/def2-TZVPD.

Energy relative to the best compared isomer or geometry (same formula, charge and spin) = 0.00 kcal per mole
Net charge = +1
Frontier orbital gap = 7.43 eV

Each line ends with the Mulliken charge.
Element x y z (Å)
W -0.075 0.316 0.576  1.842
O -0.586 0.991 -1.132  -0.455
C -1.688 1.249 -1.843  0.290
C -1.751 2.366 -2.662  -0.569
C -2.887 2.562 -3.428  -0.573
C -3.954 1.661 -3.395  -0.752
C -3.889 0.555 -2.577  -0.831
C -2.757 0.341 -1.779  0.719
C -2.712 -0.769 -0.862  0.100
N -1.805 -0.964 0.031  0.013
C -1.983 -2.041 1.004  -0.971
C -0.661 -2.777 1.131  -0.837
N 0.445 -1.800 1.110  -0.172
C 1.609 -2.250 1.441  -0.104
C 2.845 -1.527 1.359  0.773
C 4.022 -2.053 1.908  -0.807
C 5.206 -1.359 1.792  -0.737
C 5.230 -0.143 1.105  -0.585
C 4.085 0.388 0.537  -0.474
C 2.895 -0.307 0.675  0.312
O 1.768 0.160 0.121  -0.453
H -0.917 3.053 -2.688  0.499
H -2.946 3.433 -4.067  0.420
H -4.829 1.836 -4.004  0.424
H -4.712 -0.148 -2.532  0.400
H -3.543 -1.474 -0.890  0.363
H -2.772 -2.728 0.696  0.567
H -2.262 -1.582 1.953  0.272
H -0.529 -3.449 0.281  0.374
H -0.635 -3.366 2.048  0.521
H 1.671 -3.280 1.794  0.468
H 3.988 -3.003 2.428  0.422
H 6.114 -1.754 2.225  0.436
H 6.163 0.396 1.012  0.426
H 4.094 1.325 -0.001  0.516
F 0.749 3.363 6.698  -0.277
C 0.652 3.203 5.386  0.652
C 1.216 2.090 4.776  -0.312
F 1.858 1.176 5.499  -0.289
C 1.101 1.952 3.412  -0.130
F 1.657 0.872 2.830  -0.008
C 0.429 2.865 2.615  0.635
S 0.344 2.679 0.865  -0.293
C -0.130 3.963 3.250  0.251
F -0.791 4.880 2.548  -0.303
C -0.018 4.140 4.621  0.188
F -0.559 5.201 5.206  -0.270
O -0.871 0.323 2.073  -0.677

=====

Here is one molecule with the formula C4H5NO at a distorted geometry from OMol25. Energies are from ωB97M-V/def2-TZVPD.

Energy relative to the best compared isomer or geometry (same formula, charge and spin) = 83.85 kcal per mole
Net charge = 0
Frontier orbital gap (alpha / beta) = 8.86 / 8.86 eV

Each line ends with the Mulliken charge.
Element x y z (Å)
O -1.020 -2.001 0.924  -0.591
C -0.448 -1.051 0.439  0.337
N -0.508 0.215 1.025  -0.136
C -0.116 1.344 0.330  -0.372
C 0.574 0.171 -1.319  -0.700
C 0.379 -1.022 -0.777  -0.073
H -1.168 0.270 1.793  0.278
H 0.879 1.596 0.111  0.231
H -0.619 2.239 0.769  0.348
H 1.299 0.226 -2.161  0.293
H 0.747 -1.987 -1.135  0.385

=====

Here is a 7-piece molecular cluster, C37H66N12O3 overall at a distorted geometry from OMol25. Energies are from ωB97M-V/def2-TZVPD.

Energy relative to the best compared isomer or geometry (same formula, charge and spin) = 0.00 kcal per mole
Net charge = +4
Frontier orbital gap = 7.80 eV

Each line ends with the Mulliken charge.
Element x y z (Å)
C 0.963 -9.769 -34.496  -0.301
O 1.234 -8.685 -33.854  -0.152
O 1.435 -10.921 -34.103  0.016
O 0.173 -9.703 -35.515  -0.870
C -0.173 -13.755 -30.953  -1.104
C 0.858 -12.687 -31.212  0.390
N 0.645 -11.423 -30.477  0.779
C 0.290 -11.333 -29.146  -0.548
C 0.416 -10.022 -28.763  -1.231
N 0.746 -9.355 -29.913  0.664
C 0.765 -10.176 -30.956  -0.150
C 1.021 -7.915 -30.019  -0.369
H -0.470 -13.829 -29.908  0.391
H 0.156 -14.701 -31.380  0.410
H -1.122 -13.587 -31.476  0.087
H 0.790 -12.369 -32.257  -0.224
H 1.852 -12.999 -30.893  0.185
H 0.032 -12.184 -28.540  0.574
H 0.382 -9.486 -27.831  0.812
H 1.046 -9.964 -31.993  -0.196
H 1.410 -7.738 -31.018  -0.331
H 1.889 -7.727 -29.378  0.463
H 0.246 -7.274 -29.613  0.287
C -2.910 -15.947 -33.378  -0.918
C -2.236 -16.216 -34.742  -0.663
N -1.231 -15.224 -35.064  0.216
C -1.472 -13.923 -35.437  -0.934
C -0.284 -13.308 -35.486  -0.327
N 0.691 -14.193 -35.090  0.376
C 0.095 -15.420 -35.017  -0.068
C 2.104 -13.920 -35.081  -0.875
H -3.306 -14.931 -33.346  0.260
H -2.203 -16.052 -32.555  0.238
H -3.742 -16.636 -33.259  0.422
H -3.038 -16.148 -35.480  0.332
H -1.841 -17.221 -34.862  0.426
H -2.500 -13.638 -35.581  0.553
H 0.152 -12.317 -35.606  0.512
H 0.595 -16.282 -34.604  0.427
H 2.442 -13.279 -35.890  0.272
H 2.724 -14.816 -35.098  0.442
H 2.392 -13.415 -34.158  0.229
C -2.479 -8.098 -28.442  -0.947
C -3.518 -8.444 -29.510  -0.610
N -2.939 -8.767 -30.807  0.295
C -2.345 -7.928 -31.743  -0.994
C -1.836 -8.706 -32.738  -0.361
N -2.368 -9.972 -32.554  0.442
C -2.858 -9.998 -31.315  -0.212
C -2.078 -11.176 -33.296  -0.318
H -1.738 -8.869 -28.283  0.196
H -3.134 -7.787 -27.620  0.437
H -2.066 -7.093 -28.594  0.328
H -4.239 -7.656 -29.725  0.425
H -4.012 -9.342 -29.142  0.310
H -2.249 -6.870 -31.570  0.498
H -1.223 -8.507 -33.612  0.636
H -3.240 -10.892 -30.849  0.446
H -2.347 -12.045 -32.698  0.093
H -1.021 -11.188 -33.574  -0.090
H -2.719 -11.193 -34.179  0.357
C 4.892 -8.890 -36.623  -1.325
C 3.672 -9.770 -36.901  0.562
N 3.090 -9.575 -38.217  0.375
C 3.741 -9.799 -39.416  -0.238
C 2.885 -9.395 -40.393  -0.617
N 1.725 -8.963 -39.802  0.204
C 1.907 -9.034 -38.474  -0.009
C 0.592 -8.334 -40.464  -0.852
H 4.789 -7.932 -37.132  0.408
H 5.772 -9.422 -36.980  0.486
H 4.970 -8.688 -35.556  0.219
H 2.862 -9.625 -36.183  -0.593
H 3.895 -10.827 -36.743  0.152
H 4.729 -10.224 -39.444  0.497
H 2.973 -9.499 -41.462  0.425
H 1.165 -8.763 -37.734  0.256
H 0.912 -7.355 -40.831  0.376
H -0.248 -8.271 -39.785  0.302
H 0.369 -8.831 -41.408  0.326
C 2.833 -5.384 -35.277  -1.077
C 1.580 -4.968 -34.517  -0.244
N 0.368 -5.141 -35.325  0.288
C -0.125 -6.359 -35.721  -0.438
C -1.318 -6.100 -36.327  -1.051
N -1.395 -4.735 -36.531  0.137
C -0.385 -4.177 -35.867  -0.032
C -2.544 -4.049 -37.136  -0.839
H 2.719 -4.996 -36.290  0.497
H 2.945 -6.465 -35.339  0.099
H 3.679 -4.873 -34.819  0.379
H 1.597 -3.965 -34.089  0.464
H 1.454 -5.521 -33.580  0.011
H 0.362 -7.291 -35.464  0.645
H -1.994 -6.698 -36.917  0.540
H -0.225 -3.117 -35.753  0.440
H -3.414 -4.614 -36.808  0.347
H -2.432 -4.181 -38.212  0.338
H -2.634 -2.994 -36.906  0.341
C 6.088 -11.846 -33.108  -1.229
C 4.761 -11.728 -32.364  -0.251
N 4.642 -10.378 -31.788  0.530
C 5.414 -9.895 -30.743  -0.667
C 5.215 -8.559 -30.678  -0.648
N 4.282 -8.251 -31.649  0.373
C 3.988 -9.360 -32.331  -0.062
C 3.780 -6.958 -32.049  -0.932
H 6.152 -11.109 -33.909  0.276
H 6.294 -12.827 -33.536  0.428
H 6.955 -11.694 -32.461  0.398
H 4.624 -12.420 -31.538  0.362
H 3.967 -11.820 -33.106  -0.048
H 6.102 -10.491 -30.168  0.561
H 5.652 -7.798 -30.054  0.585
H 3.412 -9.401 -33.250  0.214
H 3.097 -7.054 -32.890  -0.027
H 4.617 -6.337 -32.379  0.486
H 3.339 -6.405 -31.220  0.425

=====

Here is C16H32NO2P2SiTb as an isolated structure at a distorted geometry from OMol25. Energies are from ωB97M-V/def2-TZVPD.

Energy relative to the best compared isomer or geometry (same formula, charge and spin) = 0.00 kcal per mole
Net charge = +2
Frontier orbital gap (alpha / beta) = 5.75 / 6.07 eV
2S+1 = 7

Each line ends with the Mulliken charge.
Element x y z (Å)
Tb 0.422 1.274 -1.150  0.425
P 2.170 -0.882 -0.058  0.862
C 2.342 -1.168 -1.877  -1.655
C 1.076 -1.416 -2.673  0.934
N -0.020 -0.671 -2.375  0.424
C -1.230 -1.129 -2.809  0.361
C -1.317 -2.077 -3.806  -0.771
C -0.154 -2.622 -4.319  -0.519
C 1.063 -2.323 -3.721  -0.906
C -2.480 -0.608 -2.213  -1.059
P -2.333 0.936 -1.149  0.816
H 1.993 -2.780 -4.043  0.498
H -2.282 -2.368 -4.205  0.517
H -0.177 -3.319 -5.146  0.461
H -3.193 -0.341 -3.010  0.574
H -2.998 -1.354 -1.571  0.492
H 2.918 -0.331 -2.314  0.396
H 2.972 -2.071 -1.907  0.564
H 1.106 3.860 -2.618  0.308
O 1.231 2.889 -2.591  -0.535
H 2.043 2.731 -3.081  0.333
H -0.670 4.583 -0.449  0.323
O -0.682 4.482 -1.428  -0.571
H -1.057 5.374 -1.677  0.307
C -2.677 2.062 -2.556  -1.454
H -3.683 1.831 -2.875  0.481
H -2.606 3.123 -2.266  0.358
H -1.982 1.870 -3.383  0.452
C -3.981 0.904 -0.360  -1.152
H -4.094 1.787 0.296  0.392
H -4.748 0.921 -1.109  0.420
H -4.073 -0.001 0.249  0.400
C 2.276 -2.639 0.483  -1.243
H 3.229 -3.031 0.159  0.502
H 2.216 -2.712 1.582  0.333
H 1.465 -3.216 0.027  0.344
C 3.944 -0.505 0.283  -1.262
H 4.069 -0.229 1.352  0.348
H 4.534 -1.386 0.064  0.468
H 4.267 0.335 -0.365  0.352
C -1.461 0.820 4.887  -0.970
Si 0.061 -0.001 4.182  0.067
C 1.504 0.842 5.034  -1.001
C 0.001 -1.715 4.922  -1.003
C 0.349 0.115 2.323  -0.463
C 0.622 0.316 1.089  0.231
H -1.426 0.784 5.986  0.294
H -2.395 0.335 4.591  0.326
H -1.536 1.875 4.613  0.301
H 1.416 0.803 6.127  0.316
H 2.454 0.373 4.763  0.306
H 1.555 1.896 4.743  0.313
H -0.883 -2.288 4.631  0.348
H 0.879 -2.322 4.699  0.324
H -0.039 -1.614 6.017  0.294

=====

Here is C17H26ClN2 as an isolated structure at a distorted geometry from OMol25. Energies are from ωB97M-V/def2-TZVPD.

Net charge = +1
Frontier orbital gap = 2.73 eV

Each line ends with the Mulliken charge.
Element x y z (Å)
C -3.685 -1.575 4.021  -1.023
N -2.865 -0.631 3.389  0.048
C -1.556 -0.514 3.827  -0.360
C -0.588 0.117 3.022  -0.914
C -1.066 0.780 1.778  0.800
C -2.507 0.543 1.286  -0.568
C -3.331 -0.167 2.118  -0.224
C -0.094 1.649 0.999  1.046
C 1.181 2.100 1.443  -0.424
C 2.177 2.590 0.606  -0.798
N 1.835 2.642 -0.779  0.220
C 0.606 2.365 -1.259  -0.354
C -0.310 1.922 -0.497  0.100
C 2.664 3.800 -1.476  -0.918
H -3.464 -2.650 3.869  0.406
H -4.674 -1.555 3.750  0.355
H -3.510 -1.623 5.063  0.371
H -1.331 -0.966 4.726  0.451
H 0.359 0.204 3.380  0.523
H -2.882 1.041 0.234  0.300
H -4.315 -0.292 1.728  0.387
H 1.453 1.945 2.516  0.292
H 2.959 2.948 0.992  0.658
H 0.346 2.599 -2.387  0.323
H -1.267 1.378 -0.938  -0.397
H 2.339 4.677 -0.822  0.397
H 2.463 3.769 -2.593  0.336
H 3.792 3.662 -1.319  0.293
Cl -1.801 0.891 -3.734  -0.403
C 0.601 -0.049 -3.609  -1.741
C 1.333 -0.615 -2.348  -0.027
C 0.813 -2.054 -1.995  -0.514
C 1.361 -2.552 -0.889  -0.568
C 1.034 -4.046 -0.622  -1.331
H 0.447 -0.748 -4.372  0.506
H 1.037 0.767 -4.004  0.549
H -0.498 0.349 -3.493  0.304
H 1.443 0.026 -1.673  0.263
H 2.416 -0.901 -2.795  0.254
H 0.605 -2.703 -2.832  0.333
H -0.275 -1.672 -1.701  0.172
H 1.349 -2.046 0.011  0.458
H 2.456 -2.498 -1.053  0.313
H 1.578 -4.747 -1.170  0.365
H -0.132 -3.997 -0.639  0.311
H 1.513 -4.157 0.249  0.429

=====

Result set for molar mass: 665.3, 83.1, 727.0, 519.4, 293.9 g/mol, one per record in the order listed.